#P
The following is a DFT calculation (ωB97M-V with the def2-TZVPD basis set) of a molecular structure, C4H9NOSi.

As for the HOMO-LUMO gap: 10.66 eV.

Structure (XYZ):
```
16
C4H9NOSi, DFT ωB97M-V with the def2-TZVPD basis set
C -0.36944 0.32381 0.21823
C 1.27120 1.45929 0.08640
C 1.08939 -0.08365 0.54087
C 1.68334 -1.18784 -0.27957
N -0.20233 1.49627 -0.28920
O -1.38519 -0.47722 0.39220
Si -2.88393 -0.09002 -0.13268
H 1.61397 1.96243 0.99542
H 1.89267 1.50525 -0.68442
H 1.41556 -0.16141 1.51789
H 1.26347 -1.09718 -1.24019
H 1.54005 -2.22392 0.04302
H 2.71461 -1.15080 -0.21512
H -3.15159 1.34318 0.02218
H -2.86758 -0.44719 -1.64734
H -3.62421 -1.17098 0.67229
```

#Q
The following is a DFT calculation (ωB97M-V with the def2-TZVPD basis set) of a molecular structure, C4H9NOSi.

As for the HOMO-LUMO gap: 10.19 eV.

Structure (XYZ):
```
16
C4H9NOSi, DFT ωB97M-V with the def2-TZVPD basis set
C 2.22210 0.56455 -0.06496
C 2.47862 -0.96411 -0.14952
C 1.16560 -1.07631 0.56155
C -1.70537 0.82880 -1.13207
N 0.83120 0.28580 0.35557
O 2.63920 1.50933 -0.59722
Si -0.54162 1.31686 0.39341
H 2.38655 -1.24001 -1.21489
H 3.37674 -1.30652 0.45354
H 0.45857 -1.72890 0.03690
H 1.26542 -1.31409 1.61072
H -1.04357 1.29030 -1.93721
H -1.83348 -0.24471 -1.36884
H -2.68844 1.34863 -1.33586
H 0.04202 2.71213 0.46935
H -1.09911 1.05843 1.67254
```

Least stable of them? #P.

#P
The following is a DFT calculation (ωB97M-V with the def2-TZVPD basis set) of 2 unconnected molecules or ions with the total composition C2HClF2O.

As for the HOMO-LUMO gap: 10.28 eV.

Structure (XYZ):
```
7
C2HClF2O, DFT ωB97M-V with the def2-TZVPD basis set
C -1.23747 0.12846 0.58214
C -0.27836 0.54080 1.63748
O -1.52460 1.11042 1.36436
F 0.82310 1.30053 1.47118
F -0.16137 -0.16293 2.75362
Cl 1.13709 -0.98091 -3.52468
H 1.24162 -1.93639 -4.28410
```

#Q
The following is a DFT calculation (ωB97M-V with the def2-TZVPD basis set) of 2 unconnected molecules or ions with the total composition C2HClF2O.

As for the HOMO-LUMO gap: 10.21 eV.

Structure (XYZ):
```
7
C2HClF2O, DFT ωB97M-V with the def2-TZVPD basis set
C -0.52683 0.37614 -1.29459
C -1.06183 -0.37622 -0.08854
O -0.95748 0.97270 -0.22861
F -0.26112 -0.71290 0.91914
F -2.20428 -0.96888 -0.03332
Cl 2.17507 0.64407 -0.11454
H 2.83647 0.06509 0.84046
```

Least stable of them? #Q.

#P
The following is a DFT calculation (ωB97M-V with the def2-TZVPD basis set) of 3 unconnected molecules or ions with the total composition C2H7NO4.

The SMILES is O=CNC=O.O.O. As for the HOMO-LUMO gap: 10.61 eV.

Structure (XYZ):
```
14
C2H7NO4, DFT ωB97M-V with the def2-TZVPD basis set
O -1.90295 1.65694 0.10366
C -0.72248 1.57183 -0.14982
N 0.21418 0.95726 0.66985
C 1.51816 1.06578 0.11203
O 1.88323 2.08329 -0.40969
H -0.41051 2.15102 -1.02369
H -0.19616 0.34068 1.36568
H 2.10609 0.17702 -0.16080
O -1.71001 -0.21358 2.55205
H -1.89010 -0.84701 1.81126
H -2.42629 0.39962 2.29037
O 1.33779 -3.10344 -2.00609
H 0.42648 -3.31939 -2.30370
H 1.77255 -2.92001 -2.85111
```

#Q
The following is a DFT calculation (ωB97M-V with the def2-TZVPD basis set) of 2 unconnected molecules or ions with the total composition C2H7NO4.

The SMILES is O=C(O)NO.CO. As for the HOMO-LUMO gap: 10.17 eV.

Structure (XYZ):
```
14
C2H7NO4, DFT ωB97M-V with the def2-TZVPD basis set
O -0.57095 2.02249 0.59305
C 0.27538 1.17504 0.53018
O 1.33142 1.21653 -0.43013
N 0.49350 0.23920 1.51819
O -0.61428 0.06167 2.37296
H 2.02908 0.58700 -0.20344
H 0.80429 -0.68144 1.21494
H -1.06841 0.92532 2.37561
C -0.67560 -0.63632 -1.39416
O -0.00547 -1.62821 -0.63373
H -1.16546 -1.07410 -2.27390
H -1.46120 -0.21830 -0.76725
H 0.10036 0.17871 -1.67447
H 0.52733 -2.16759 -1.22785
```

Least stable of them? #Q.

#P
The following is a DFT calculation (ωB97M-V with the def2-TZVPD basis set) of a gas-phase ion, C5H10N3O (charge +1).

Its charge is +1. The SMILES is C=C/N=C\O/C=[NH+]\CN. As for the HOMO-LUMO gap: 9.10 eV.

Structure (XYZ):
```
19
C5H10N3O, DFT ωB97M-V with the def2-TZVPD basis set
C 3.90347 -1.29517 -0.09482
C 2.67378 -0.69637 -0.02592
N 2.56946 0.65067 0.00454
C 1.56482 1.34073 -0.00925
O 0.21498 0.71142 0.18684
C -0.80629 1.33936 -0.10326
N -1.99772 0.91590 0.27279
C -2.28810 -0.47076 0.56940
N -3.22894 -1.00938 -0.40945
H 4.86294 -0.72485 0.19340
H 4.09914 -2.32494 -0.27237
H 1.80297 -1.28982 -0.03184
H 1.64092 2.46810 0.12655
H -0.71642 2.34708 -0.60062
H -2.76567 1.32134 -0.07127
H -1.36912 -1.04160 0.66469
H -2.96564 -0.49523 1.47414
H -4.19058 -0.62228 -0.48897
H -3.00401 -1.12419 -1.38460
```

#Q
The following is a DFT calculation (ωB97M-V with the def2-TZVPD basis set) of 2 unconnected molecules or ions with the total composition C5H10N3O.

Its charge is +1. As for the HOMO-LUMO gap: 9.10 eV.

Structure (XYZ):
```
19
C5H10N3O, DFT ωB97M-V with the def2-TZVPD basis set
C 1.93188 -1.77137 -2.45751
C -0.58802 -0.00963 1.86701
C 0.29167 1.95593 0.68461
C -1.72983 0.74383 -0.21943
C -0.66959 0.92213 0.82382
N 2.26839 -1.08225 -3.32199
N 1.23589 -2.54137 -1.55234
N 0.85181 -2.01872 -0.37666
O 0.89899 -0.78992 -0.42912
H 0.42514 -0.37922 2.05494
H -0.96784 0.43889 2.85454
H -1.31466 -0.80095 1.68443
H 1.08945 2.06833 1.42128
H 0.01941 2.99828 0.38318
H 0.67907 1.62325 -0.36731
H -2.78182 0.96330 0.19154
H -1.55679 1.50462 -0.96969
H -1.42161 -0.24753 -0.61530
H 1.33846 -3.57758 -1.65601
```

Least stable of them? #Q.

#P
The following is a DFT calculation (ωB97M-V with the def2-TZVPD basis set) of C4H9ClO2Si in the gas phase.

The SMILES is C=C[Si](Cl)(CO)CO. As for the HOMO-LUMO gap: 9.79 eV.

Structure (XYZ):
```
17
C4H9ClO2Si, DFT ωB97M-V with the def2-TZVPD basis set
C 0.79159 2.63161 -0.62197
C 1.15148 1.38231 -0.60608
Si 0.70507 0.10280 0.91495
Cl 0.97441 1.34766 2.49392
C -1.14641 -0.42422 0.60664
O -1.56559 -1.56740 1.34047
C 1.75364 -1.62371 0.64355
O 0.92204 -2.44748 -0.12028
H 1.10945 3.30127 -1.38474
H 0.23838 2.91602 0.15872
H 1.83084 0.98844 -1.35021
H -1.95742 0.28573 0.76480
H -1.24384 -0.59429 -0.40360
H -1.37354 -2.42172 0.87415
H 1.98950 -2.18143 1.54343
H 2.68497 -1.36785 0.18678
H 0.97399 -2.42675 -1.10721
```

#Q
The following is a DFT calculation (ωB97M-V with the def2-TZVPD basis set) of C4H9ClO2Si in the gas phase.

The SMILES is CC(=O)O[Si](C)(C)Cl. As for the HOMO-LUMO gap: 11.30 eV.

Structure (XYZ):
```
17
C4H9ClO2Si, DFT ωB97M-V with the def2-TZVPD basis set
C -2.21109 1.69632 1.07162
C -0.87675 0.96234 0.82487
O -0.30756 0.43592 1.70821
O -0.47496 0.95907 -0.43810
Si 0.45541 -0.28899 -1.08396
C -0.47608 -2.02086 -0.87834
C 2.33760 -0.13778 -0.75879
Cl 0.17942 0.37869 -3.03265
H -2.46058 1.22885 2.02750
H -2.92971 1.35425 0.38996
H -2.16077 2.69770 1.38203
H 0.19380 -2.53462 -0.16328
H -1.36025 -1.84768 -0.26838
H -0.53290 -2.73571 -1.63552
H 2.75293 -1.10956 -1.00943
H 2.94704 0.61557 -1.26706
H 2.38836 0.02210 0.25077
```

Least stable of them? #P.

#P
The following is a DFT calculation (ωB97M-V with the def2-TZVPD basis set) of C6H7ClN2OS in the gas phase.

As for the HOMO-LUMO gap (alpha / beta): 5.48 / 4.54 eV.

Structure (XYZ):
```
18
C6H7ClN2OS, DFT ωB97M-V with the def2-TZVPD basis set
C 1.20394 0.56338 -1.00411
C -0.09861 0.97667 -0.86405
C -2.07631 1.01007 0.58183
C -2.47592 -0.38094 1.19517
C -1.34309 -0.97294 0.35498
C 2.17745 0.00910 -0.11895
N -0.97942 0.46263 0.01280
N 3.39654 -0.36678 -0.48164
O -2.52462 2.07500 0.68949
S -2.12404 -1.65374 -1.13708
Cl 1.84354 -0.54076 1.52539
H 1.66296 0.89028 -1.86617
H -0.35687 1.68719 -1.68308
H -1.94842 -0.32375 2.22869
H -3.50688 -0.79560 1.13716
H -0.52605 -1.69843 0.69519
H 4.11437 -0.71442 0.19801
H 3.56144 -0.22697 -1.46363
```

#Q
The following is a DFT calculation (ωB97M-V with the def2-TZVPD basis set) of 2 unconnected molecules or ions with the total composition C6H7ClN2OS.

As for the HOMO-LUMO gap (alpha / beta): 7.37 / 8.13 eV.

Structure (XYZ):
```
18
C6H7ClN2OS, DFT ωB97M-V with the def2-TZVPD basis set
C -1.72990 -0.56210 -0.98163
C -1.58106 0.59444 -0.28790
C -1.88546 -1.73282 -0.26394
C -1.43207 0.52087 1.06074
C -1.71833 -0.67666 1.69089
C 2.76047 1.08763 0.42413
N -1.98929 -1.71779 1.02129
N 1.11740 0.40370 -1.36392
O 1.67195 -1.34594 0.44363
S 1.27160 0.04478 0.05937
Cl -1.15794 1.86122 2.11617
H -1.59045 -0.60498 -2.09023
H -1.34587 1.49173 -0.81035
H -1.81822 -2.80950 -0.65766
H 3.05026 0.79520 1.48057
H 3.44828 0.86636 -0.33520
H 2.30888 2.12673 0.37525
H 0.61977 -0.34288 -1.88120
```

Least stable of them? #Q.